(1)
The following is a quantum chemistry calculation of 13 unconnected molecules or ions with the total composition C39H104O13, from the OMol25 dataset.

Summary:
* net charge: -1
* Kohn-Sham gap (alpha / beta): 0.054 / 0.348 Ha
* 2S+1: 2

Positions of all 156 atoms, in Å:
C 3.866 -0.945 -4.737
C 4.189 0.249 -3.890
C 2.976 0.533 -2.945
O 5.236 -0.164 -3.056
H 3.198 -0.803 -5.587
H 3.340 -1.626 -4.069
H 4.713 -1.488 -5.157
H 4.329 1.145 -4.496
H 3.184 1.217 -2.123
H 2.738 -0.400 -2.434
H 2.112 0.998 -3.421
H 5.363 0.557 -2.436
C 4.201 -3.097 -0.131
C 5.759 -2.985 -0.404
C 6.456 -3.996 -1.367
O 6.211 -1.735 -0.752
H 3.620 -3.244 -1.042
H 3.885 -2.280 0.518
H 4.100 -4.017 0.444
H 6.261 -3.140 0.551
H 6.301 -4.917 -0.804
H 7.531 -3.851 -1.463
H 5.995 -4.025 -2.354
H 5.748 -1.520 -1.565
C 2.720 4.463 2.062
C 1.296 4.700 1.565
C 0.949 3.725 0.435
O 0.318 4.699 2.505
H 2.996 5.191 2.825
H 3.499 4.541 1.304
H 2.835 3.462 2.479
H 1.314 5.689 1.107
H 1.764 3.610 -0.280
H 0.161 4.103 -0.217
H 0.869 2.722 0.854
H 0.386 3.848 2.944
C -0.681 -4.750 -1.464
C 0.892 -4.788 -1.347
C 1.723 -4.564 -2.576
O 1.178 -3.907 -0.297
H -1.160 -5.060 -0.536
H -1.111 -5.455 -2.176
H -1.053 -3.803 -1.855
H 1.152 -5.795 -1.021
H 2.763 -4.833 -2.390
H 1.690 -3.499 -2.808
H 1.302 -5.067 -3.446
H 1.721 -4.413 0.313
C -2.565 1.627 2.350
C -3.113 2.668 3.295
C -3.656 1.882 4.578
O -2.013 3.494 3.459
H -3.392 1.273 1.733
H -2.115 0.736 2.788
H -1.851 2.060 1.649
H -3.979 3.260 2.998
H -3.595 2.545 5.440
H -3.186 0.906 4.701
H -4.716 1.674 4.430
H -1.271 2.891 3.539
C -4.912 -0.196 -1.623
C -5.113 0.205 -0.167
C -5.273 1.722 -0.013
O -6.204 -0.414 0.512
H -5.739 -0.031 -2.313
H -4.661 -1.256 -1.603
H -4.033 0.265 -2.073
H -4.186 -0.061 0.342
H -4.457 2.339 -0.391
H -5.462 1.899 1.046
H -6.189 2.075 -0.486
H -6.533 -1.131 -0.034
C -0.348 0.876 5.702
C 0.823 1.568 4.987
C 1.578 0.806 3.915
O 0.468 2.824 4.395
H 0.194 0.140 6.295
H -1.016 0.501 4.927
H -0.730 1.663 6.353
H 1.553 1.929 5.711
H 2.118 -0.036 4.348
H 2.301 1.451 3.416
H 1.029 0.344 3.095
H 0.245 3.461 5.078
C -2.993 -1.807 -4.822
C -1.544 -1.636 -5.355
C -0.605 -2.789 -5.017
O -1.669 -1.375 -6.637
H -2.925 -1.454 -3.793
H -3.271 -2.855 -4.711
H -3.720 -1.303 -5.460
H -1.225 -0.651 -5.015
H -0.424 -2.887 -3.947
H 0.310 -2.823 -5.607
H -1.028 -3.759 -5.278
H -2.090 -2.108 -7.093
C 2.684 -3.372 3.620
C 3.399 -4.728 3.494
C 3.314 -5.622 4.672
O 2.939 -5.311 2.320
H 2.092 -3.250 4.526
H 1.873 -3.252 2.902
H 3.272 -2.460 3.519
H 4.445 -4.514 3.273
H 3.585 -5.123 5.602
H 3.902 -6.537 4.600
H 2.358 -6.078 4.932
H 3.036 -6.257 2.448
C 1.005 3.612 -3.272
C 1.683 4.943 -2.928
C 3.171 4.620 -2.533
O 1.811 5.657 -4.089
H 1.505 3.156 -4.127
H -0.057 3.777 -3.453
H 1.040 2.897 -2.450
H 1.222 5.439 -2.074
H 3.214 4.046 -1.608
H 3.787 5.517 -2.462
H 3.621 3.959 -3.274
H 2.732 5.918 -4.155
C 0.862 -0.576 0.352
C -0.283 -0.735 -0.594
C -0.726 0.633 -1.110
O -0.004 -1.362 -1.794
H 0.540 -0.076 1.265
H 1.721 -0.106 -0.128
H 1.236 -1.549 0.669
H -1.110 -1.238 -0.093
H -0.813 1.477 -0.425
H -1.673 0.561 -1.645
H 0.042 1.075 -1.744
H -0.001 -2.295 -1.571
C -3.578 6.591 -1.235
C -3.202 5.443 -0.348
C -2.391 4.341 -0.952
O -2.333 5.934 0.613
H -4.360 7.239 -0.839
H -3.994 6.173 -2.151
H -2.782 7.266 -1.551
H -4.005 4.980 0.226
H -2.178 3.574 -0.208
H -1.460 4.621 -1.445
H -3.049 3.969 -1.737
H -1.600 6.255 0.083
C -3.366 -2.547 2.096
C -4.486 -3.510 2.636
C -5.359 -2.816 3.689
O -5.192 -3.854 1.428
H -2.987 -2.894 1.134
H -2.556 -2.527 2.825
H -3.804 -1.558 1.968
H -4.037 -4.389 3.099
H -4.885 -2.733 4.667
H -6.266 -3.347 3.980
H -5.703 -1.822 3.403
H -5.501 -3.029 1.048

Here are the Mulliken charges for atoms 1 to 99, given in e: C -1.35; C 0.45; C -0.55; O -0.55; H 0.36; H 0.10; H 0.41; H 0.31; H 0.29; H -0.01; H 0.00; H 0.32; C -0.01; C -0.02; C -1.44; O -0.47; H -0.29; H 0.12; H 0.19; H 0.40; H 0.44; H 0.34; H 0.27; H 0.38; C -1.45; C 0.18; C 2.22; O -0.49; H 0.38; H 0.42; H 0.08; H 0.52; H -0.90; H -0.92; H -0.29; H 0.31; C -1.56; C -0.22; C -0.90; O 0.26; H 0.36; H 0.55; H 0.20; H 0.52; H 0.33; H -0.27; H 0.52; H -0.28; C -0.14; C 0.63; C -1.68; O -0.45; H -0.40; H 0.26; H -0.01; H 0.48; H 0.39; H 0.23; H 0.45; H 0.10; C -1.61; C 2.12; C -1.58; O -0.62; H 0.41; H 0.44; H 0.31; H -0.83; H 0.09; H 0.41; H 0.50; H 0.40; C -0.97; C 0.11; C -0.88; O -0.15; H 0.82; H -0.36; H 0.22; H 0.56; H 0.41; H -0.01; H -0.06; H 0.10; C -1.03; C 0.56; C -1.12; O -0.57; H 0.04; H 0.35; H 0.39; H 0.07; H 0.08; H 0.38; H 0.50; H 0.34; C -1.35; C 0.98; C -2.20



(2)
The following is a quantum chemistry calculation of 13 unconnected molecules or ions with the total composition C39H104O13, from the OMol25 dataset.

Summary:
* net charge: +1
* Kohn-Sham gap (alpha / beta): 0.292 / 0.062 Ha
* 2S+1: 2

Positions of all 156 atoms, in Å:
C 10.107 14.018 3.133
C 9.346 14.448 1.898
C 7.933 14.911 2.037
O 10.059 15.501 1.287
H 9.981 14.751 3.931
H 11.169 14.004 2.887
H 9.725 13.056 3.473
H 9.345 13.586 1.231
H 7.572 15.283 1.078
H 7.919 15.838 2.610
H 7.347 14.143 2.544
H 9.649 15.602 0.425
C 14.313 14.757 2.012
C 15.369 13.734 2.374
C 15.929 13.934 3.761
O 14.812 12.438 2.315
H 13.733 14.522 1.120
H 14.804 15.730 1.998
H 13.585 14.822 2.820
H 16.162 13.839 1.633
H 16.217 14.981 3.862
H 16.772 13.272 3.957
H 15.184 13.757 4.537
H 14.267 12.346 1.530
C 14.579 7.180 0.510
C 13.279 7.855 0.091
C 12.128 7.537 1.115
O 13.501 9.253 0.250
H 15.335 7.213 -0.275
H 14.284 6.140 0.650
H 14.912 7.548 1.481
H 12.887 7.718 -0.917
H 12.425 7.626 2.160
H 11.732 6.537 0.937
H 11.291 8.203 0.909
H 13.687 9.433 1.174
C 13.294 10.871 4.979
C 12.896 9.841 3.878
C 11.594 10.248 3.305
O 13.879 9.850 2.910
H 14.296 10.728 5.382
H 12.636 10.944 5.845
H 13.317 11.846 4.492
H 12.812 8.853 4.330
H 10.865 10.423 4.096
H 11.337 9.515 2.541
H 11.700 11.176 2.742
H 14.309 10.708 2.892
C 11.840 13.763 6.233
C 12.733 14.900 6.723
C 12.288 16.295 6.085
O 12.670 14.891 8.142
H 12.038 12.923 6.899
H 12.056 13.497 5.198
H 10.776 13.991 6.296
H 13.807 14.824 6.554
H 12.715 16.358 5.084
H 12.624 17.187 6.613
H 11.219 16.346 5.877
H 13.348 15.455 8.521
C 19.815 10.103 2.843
C 18.538 10.866 3.368
C 17.260 9.984 3.471
O 18.856 11.408 4.650
H 20.668 10.762 2.682
H 19.576 9.694 1.862
H 20.231 9.256 3.388
H 18.301 11.659 2.659
H 16.381 10.592 3.682
H 17.360 9.159 4.177
H 17.060 9.624 2.462
H 19.510 12.096 4.502
C 14.821 11.707 9.706
C 15.520 11.113 8.441
C 16.011 12.217 7.503
O 16.542 10.237 8.868
H 14.056 10.987 9.994
H 14.179 12.523 9.374
H 15.411 11.956 10.588
H 14.759 10.538 7.913
H 16.833 12.688 8.042
H 15.274 12.993 7.300
H 16.367 11.861 6.536
H 17.173 10.061 8.166
C 14.567 20.814 0.085
C 15.195 19.442 -0.330
C 14.148 18.333 -0.552
O 15.842 19.595 -1.583
H 13.789 21.178 -0.585
H 15.320 21.600 0.124
H 14.102 20.681 1.062
H 15.884 19.109 0.446
H 13.725 17.939 0.372
H 14.593 17.419 -0.947
H 13.317 18.639 -1.189
H 16.235 18.733 -1.743
C 17.341 16.562 0.266
C 17.307 16.035 -1.154
C 16.141 15.054 -1.518
O 17.078 17.214 -1.982
H 17.691 15.879 1.040
H 16.340 16.833 0.603
H 18.017 17.417 0.306
H 18.303 15.627 -1.329
H 16.176 14.351 -0.686
H 16.230 14.460 -2.428
H 15.109 15.405 -1.511
H 17.317 17.027 -2.893
C 12.680 11.540 -2.415
C 12.661 12.405 -1.147
C 11.409 12.183 -0.343
O 13.727 12.039 -0.272
H 12.530 10.499 -2.128
H 13.641 11.656 -2.917
H 11.910 11.830 -3.129
H 12.739 13.475 -1.339
H 11.430 12.767 0.577
H 11.287 11.130 -0.092
H 10.492 12.373 -0.900
H 13.970 11.177 -0.617
C 16.072 17.464 4.794
C 16.304 18.883 5.228
C 15.200 19.520 6.083
O 17.489 18.851 5.939
H 16.048 16.792 5.652
H 16.765 17.147 4.015
H 15.091 17.423 4.320
H 16.490 19.507 4.354
H 15.228 20.605 6.177
H 15.267 19.111 7.091
H 14.221 19.284 5.667
H 17.785 19.700 6.276
C 21.926 13.940 2.527
C 20.976 14.425 3.564
C 19.664 15.012 2.965
O 20.674 13.389 4.399
H 21.523 13.102 1.959
H 22.892 13.773 3.003
H 22.193 14.715 1.808
H 21.450 15.219 4.142
H 19.990 15.833 2.327
H 18.984 15.448 3.698
H 19.097 14.273 2.399
H 21.487 12.999 4.729
C 11.616 19.407 2.448
C 11.194 18.176 3.249
C 9.690 17.937 3.338
O 11.895 17.057 2.667
H 12.689 19.599 2.472
H 11.131 20.357 2.671
H 11.303 19.231 1.419
H 11.575 18.334 4.257
H 9.401 17.072 3.936
H 9.330 17.859 2.312
H 9.198 18.809 3.769
H 11.284 16.520 2.157

Here are the Mulliken charges for atoms 1 to 99, given in e: C -0.33; C 0.52; C -1.45; O -0.54; H 0.02; H -0.39; H 0.58; H 0.16; H 0.43; H 0.27; H 0.38; H 0.29; C -0.16; C 1.57; C 0.29; O -0.06; H 0.15; H -0.09; H -0.49; H -0.37; H -0.41; H -0.07; H -0.43; H -0.29; C -1.22; C 0.39; C -1.37; O -0.33; H 0.32; H 0.41; H 0.20; H 0.45; H 0.22; H 0.50; H 0.33; H 0.19; C -0.62; C 0.37; C -0.40; O -0.47; H -0.01; H 0.76; H -0.48; H 0.51; H 0.58; H -0.13; H -0.25; H 0.15; C -1.04; C 1.10; C -0.98; O -0.30; H 0.43; H -0.02; H 0.44; H -0.07; H 0.01; H 0.49; H 0.31; H 0.51; C -1.51; C 1.27; C -0.90; O -0.58; H 0.28; H 0.39; H 0.34; H -0.27; H -0.14; H 0.49; H 0.29; H 0.54; C -1.19; C 0.87; C -0.31; O -0.56; H 0.40; H 0.12; H 0.36; H 0.00; H 0.53; H -0.51; H 0.08; H 0.33; C -1.43; C 0.85; C -0.21; O -0.63; H 0.37; H 0.40; H 0.24; H 0.01; H -0.10; H -0.37; H 0.47; H 0.48; C 0.23; C 0.24; C -0.82



(3)
The following is a quantum chemistry calculation of a molecular structure, C39H110GaO16, from the OMol25 dataset.

Summary:
* net charge: -1
* Kohn-Sham gap: 0.200 Ha
* 2S+1: 1

Positions of all 166 atoms, in Å:
C -4.478 4.807 4.277
C -5.854 4.101 3.924
C -6.016 3.856 2.370
C -6.058 5.189 1.555
C -6.010 4.992 -0.002
C -5.021 3.884 -0.493
C -4.813 3.990 -2.065
C -3.360 4.462 -2.427
C -3.375 6.012 -2.764
C -1.988 6.535 -3.299
C -1.168 7.369 -2.259
C -0.312 6.507 -1.248
C 1.080 7.217 -1.064
C 2.138 6.338 -0.286
C 2.404 6.822 1.199
Ga 2.449 5.301 2.578
O 3.091 5.984 4.257
C 3.793 3.829 2.009
C 3.236 2.370 2.291
C 3.938 1.389 1.262
C 3.023 0.213 0.783
C 2.013 0.617 -0.353
C 1.376 -0.737 -0.889
C 0.593 -0.546 -2.242
C -0.912 -0.997 -2.177
C -1.888 0.120 -1.650
O -3.163 -0.136 -2.269
C -3.996 1.010 -2.201
H -3.653 4.336 3.697
H -4.304 4.687 5.368
H -4.564 5.875 3.971
H -5.864 3.114 4.446
H -6.653 4.769 4.327
H -5.174 3.183 2.084
H -6.963 3.277 2.230
H -6.995 5.730 1.844
H -5.212 5.844 1.867
H -5.695 5.958 -0.478
H -7.053 4.809 -0.366
H -5.513 2.900 -0.309
H -4.037 3.895 0.034
H -5.598 4.668 -2.487
H -5.036 2.979 -2.490
H -3.007 3.963 -3.364
H -2.622 4.289 -1.611
H -4.096 6.110 -3.619
H -3.796 6.621 -1.934
H -1.407 5.695 -3.745
H -2.214 7.227 -4.154
H -0.432 7.984 -2.842
H -1.800 8.118 -1.718
H -0.138 5.461 -1.583
H -0.864 6.491 -0.280
H 1.523 7.505 -2.048
H 0.941 8.150 -0.467
H 3.110 6.477 -0.831
H 1.908 5.242 -0.341
H 1.618 7.581 1.467
H 3.378 7.374 1.260
H 0.974 4.735 2.872
H 2.906 5.346 4.948
H 4.056 3.932 0.926
H 4.757 3.961 2.572
H 2.123 2.315 2.274
H 3.567 2.118 3.333
H 4.397 1.896 0.386
H 4.793 0.913 1.818
H 2.397 -0.210 1.613
H 3.627 -0.641 0.384
H 2.490 1.155 -1.204
H 1.168 1.245 0.010
H 2.248 -1.422 -1.050
H 0.765 -1.134 -0.049
H 0.753 0.494 -2.601
H 1.100 -1.227 -2.995
H -1.241 -1.211 -3.225
H -1.079 -1.887 -1.531
H -2.058 -0.018 -0.547
H -1.514 1.155 -1.819
H -4.217 1.316 -1.151
H -3.618 1.858 -2.824
H -4.972 0.712 -2.667
C -1.647 -4.489 -4.005
O -0.555 -3.819 -4.624
H -1.845 -4.013 -3.044
H -2.534 -4.412 -4.637
H -1.396 -5.536 -3.844
H -0.405 -4.255 -5.466
C 5.601 1.005 -2.257
O 5.882 2.318 -1.788
H 4.662 1.023 -2.807
H 6.403 0.670 -2.922
H 5.509 0.320 -1.408
H 6.711 2.280 -1.306
C 2.865 -4.139 -2.768
O 2.780 -3.008 -3.627
H 3.715 -4.005 -2.101
H 1.952 -4.227 -2.173
H 3.010 -5.048 -3.359
H 2.022 -3.147 -4.205
C -0.468 -3.734 0.998
O 0.862 -4.079 0.647
H -1.101 -3.820 0.114
H -0.831 -4.415 1.772
H -0.495 -2.703 1.364
H 1.396 -3.995 1.445
C -7.637 -0.992 -3.788
O -6.319 -1.380 -4.150
H -8.270 -1.049 -4.672
H -8.030 -1.665 -3.020
H -7.637 0.036 -3.413
H -5.777 -1.322 -3.357
C 5.533 -2.184 -4.679
O 6.631 -1.503 -5.285
H 5.323 -1.714 -3.720
H 4.649 -2.111 -5.314
H 5.788 -3.235 -4.516
H 6.801 -1.930 -6.128
C 0.780 -6.889 2.900
O 1.099 -5.592 3.390
H -0.162 -6.838 2.360
H 1.567 -7.230 2.225
H 0.679 -7.585 3.738
H 1.933 -5.664 3.862
C 5.386 -2.862 1.998
O 4.211 -2.919 2.799
H 6.051 -3.673 2.297
H 5.123 -2.982 0.943
H 5.893 -1.906 2.150
H 3.638 -2.195 2.521
C -3.613 -7.907 -4.285
O -2.521 -7.236 -4.904
H -3.813 -7.434 -3.325
H -4.504 -7.834 -4.914
H -3.356 -8.957 -4.124
H -2.364 -7.670 -5.746
C -1.965 -7.609 -0.564
O -1.149 -7.074 0.468
H -2.911 -7.931 -0.131
H -2.156 -6.842 -1.320
H -1.468 -8.467 -1.024
H -0.322 -6.796 0.060
C 6.102 1.440 5.209
O 6.726 1.660 3.953
H 5.501 0.534 5.147
H 6.860 1.317 5.989
H 5.455 2.287 5.451
H 7.248 2.462 4.030
C 4.552 -8.775 3.767
O 3.757 -7.667 3.360
H 4.001 -9.690 3.559
H 5.492 -8.786 3.210
H 4.758 -8.715 4.839
H 4.260 -6.870 3.551
C 0.234 -0.248 3.928
O 1.447 -0.901 4.295
H 0.435 0.816 3.801
H -0.136 -0.661 2.987
H -0.510 -0.385 4.712
H 1.245 -1.835 4.399
C -1.618 -3.512 4.981
O -1.710 -2.388 4.111
H -0.761 -3.373 5.638
H -2.525 -3.594 5.586
H -1.478 -4.427 4.399
H -2.471 -2.531 3.543

Here are the Mulliken charges for atoms 1 to 99, given in e: C -1.02; C -0.61; C -0.32; C -0.59; C -0.93; C -0.45; C -0.70; C -0.52; C -0.75; C -0.80; C -0.75; C -0.24; C -0.96; C -0.13; C -0.94; Ga 0.14; O -0.70; C -0.71; C -0.29; C -0.64; C 0.43; C -0.67; C 0.98; C -0.91; C 0.42; C -0.59; O -0.26; C -0.61; H 0.27; H 0.34; H 0.27; H 0.35; H 0.31; H 0.21; H 0.27; H 0.30; H 0.25; H 0.26; H 0.35; H 0.38; H 0.42; H 0.55; H 0.30; H 0.54; H 0.15; H 0.36; H 0.20; H 0.33; H 0.37; H 0.44; H 0.31; H 0.25; H 0.22; H 0.43; H 0.23; H 0.25; H 0.05; H 0.36; H 0.31; H -0.29; H 0.20; H 0.38; H 0.25; H 0.14; H 0.08; H 0.24; H 0.14; H -0.41; H 0.29; H 0.32; H 0.21; H 0.08; H -0.59; H 0.62; H -0.14; H 0.29; H -0.39; H 0.22; H 0.36; H 0.46; H 0.22; H -0.07; C -0.57; O -0.43; H 0.22; H 0.31; H 0.24; H 0.24; C -0.62; O -0.53; H 0.20; H 0.40; H 0.24; H 0.27; C -0.61; O -0.37; H 0.22; H 0.16; H 0.40



no.,E (eV)
1,-68741.4255
2,-68736.1685
3,-127355.5626